No. 1
The following is a DFT calculation (ωB97M-V/def2-TZVPD) of a structure of composition C26H62BFO10S.

Results
**2S+1**: 1
**Frontier orbital gap**: 9.8 eV
**HOMO level**: -9.425 eV
**DFT total energy**: -62668.145 eV

Structure (XYZ):
```
101
C26H62BFO10S, DFT ωB97M-V/def2-TZVPD
C 9.51 1.85 -1.33
H -8.63 2.53 5.76
H 8.55 -3.59 2.06
H -10.50 3.29 3.44
H -7.33 1.09 1.04
C -1.30 -2.10 -2.02
H 9.73 3.91 -1.91
H -0.05 1.57 -1.37
O 5.16 -4.80 2.58
H -6.15 5.25 5.08
H -0.91 2.30 -8.80
H -0.46 -1.02 -5.05
H 5.62 -3.19 3.82
H -7.45 4.43 5.95
H -2.09 1.21 -8.08
H 1.46 -0.39 2.37
H -1.06 -0.98 -6.70
C -0.43 1.73 -6.78
C -1.43 -1.35 -0.71
H -9.94 4.39 4.70
H 1.27 -2.13 2.94
C 1.68 -1.45 2.17
B 6.19 -2.82 1.65
H -6.01 3.52 5.49
H -2.95 0.72 -1.80
C 7.94 -0.06 -2.99
C 7.33 -1.70 1.87
H -0.58 0.43 -2.59
S 3.68 -5.16 1.95
C -4.78 -0.43 2.37
C 8.66 -2.50 2.27
H -0.25 -2.34 -2.22
H -8.43 -0.27 0.72
C -6.70 4.31 5.16
C -0.79 0.81 -1.58
O -7.92 2.65 3.82
H -6.45 -1.83 0.73
H 0.17 0.86 -7.04
C -1.43 2.06 -7.87
H -11.01 3.05 5.13
H 8.25 3.16 -2.51
C 3.22 -1.70 1.89
H 7.08 -0.41 -3.57
C -10.18 3.35 4.49
H 3.56 -2.42 3.82
H -4.48 -1.91 3.91
C -7.48 0.02 1.18
H 9.51 -2.10 1.68
H -9.30 1.40 4.59
O -0.58 -0.22 -0.62
C -6.33 -0.76 0.55
H -3.78 -0.03 2.51
H 8.50 0.63 -3.62
H -2.32 0.53 -4.36
C -8.99 2.44 4.73
H 0.27 2.57 -6.68
H -8.06 4.70 3.52
H 10.26 1.96 -0.54
C 5.18 -3.34 2.81
O 3.43 -4.83 0.54
H -5.83 -2.28 2.84
H 8.37 3.61 -0.81
H -6.56 3.93 3.06
H -2.06 2.90 -7.59
H -6.36 -0.62 -0.53
O 3.11 -6.49 2.23
H -2.24 2.29 -2.17
H 8.58 -0.92 -2.78
C 7.48 0.60 -1.71
F 3.34 -1.94 0.54
H -1.87 -3.03 -1.99
H -5.46 0.21 2.94
H 6.84 -0.09 -1.16
O 8.55 0.93 -0.83
H -2.47 -1.06 -0.52
H 6.88 1.49 -1.92
H -7.55 -0.17 2.25
H 10.03 1.42 -2.19
O -1.02 1.56 -5.50
H 7.04 -0.99 2.67
C -2.18 1.43 -1.50
C 3.67 -2.87 2.81
H 7.51 -1.18 0.90
H 1.15 -1.69 1.22
H -1.67 -1.51 -2.86
O 6.06 -3.42 0.37
H -2.08 -1.65 -5.43
C 8.93 3.21 -1.66
H -2.40 1.76 -0.49
C -1.95 0.50 -5.39
O 2.87 -4.06 2.90
H -4.18 -2.51 2.27
O -5.06 -0.32 0.98
H -1.14 -2.01 0.11
H -2.82 0.68 -6.03
C -1.35 -0.87 -5.66
H 3.73 -0.77 2.23
C -7.33 3.94 3.83
H 8.84 -2.36 3.35
C -4.82 -1.86 2.88
H 5.74 -2.73 -0.22
```


No. 2
The following is a DFT calculation (ωB97M-V/def2-TZVPD) of an isolated molecule of C19H21ClN2O2.

Results
**Relative energy (zero: lowest compared OMol25 entry of this formula, charge and spin)**: 19.6 kcal/mol
**2S+1**: 1
**Frontier orbital gap**: 8.2 eV
**SMILES**: CCN(CC)CC(=O)Nc1ccc(Cl)cc1C(=O)c1ccccc1
**HOMO level**: -8.438 eV
**DFT total energy**: -39642.329 eV

Structure (XYZ):
```
45
C19H21ClN2O2, DFT ωB97M-V/def2-TZVPD
H -2.41 -4.77 0.27
C -1.40 0.45 -0.34
N 0.67 -1.42 0.30
H -1.96 2.67 -1.68
C -2.68 2.50 -0.89
H 2.75 0.52 -2.11
H -0.12 -3.92 0.62
C -2.94 -1.50 -0.39
C -4.49 2.04 1.15
C -3.20 -2.84 -0.24
H 5.19 -1.09 -1.17
C 1.79 -2.06 0.75
C 3.00 -1.12 0.77
H -3.73 -0.83 -0.70
C -1.65 -1.00 -0.18
Cl -4.80 -3.44 -0.52
C 3.25 1.28 0.42
C 2.21 1.84 1.38
O -0.31 0.91 -0.63
H 1.25 1.93 0.86
H 3.89 -1.73 0.55
H 3.36 1.97 -0.42
C 3.21 -0.26 -1.49
H 3.11 -0.78 1.80
H 0.84 -0.45 0.01
C 4.71 -0.31 -1.76
C -0.91 -3.25 0.33
C -0.61 -1.89 0.15
H 2.08 1.20 2.25
H -3.82 4.26 -1.31
H -5.19 1.87 1.95
H -3.35 0.28 1.58
C -2.19 -3.72 0.14
H 2.51 2.83 1.72
H -5.43 3.85 0.50
C -3.72 3.39 -0.68
H 4.89 -0.53 -2.81
C -2.56 1.36 -0.10
N 2.82 0.00 -0.11
C -3.46 1.14 0.93
O 1.85 -3.21 1.13
H 4.23 1.21 0.93
H 5.18 0.64 -1.52
C -4.63 3.16 0.34
H 2.76 -1.22 -1.77
```